Entry 1:
# C17H19N3O2S

One molecule with the formula C17H19N3O2S (ωB97M-V/def2-TZVPD, the OMol25 dataset).

The HOMO energy is -8.192 eV. As for the multiplicity: 1. For the HOMO-LUMO gap, the calculation gives 8.8484 eV. As for the lowest unoccupied orbital energy: 0.656 eV.

Each line ends with the Löwdin charge.
Geometry (Å):
S -3.55870 1.03416 -0.61372  0.609
O -2.97903 0.39243 -1.75453  -0.284
O -3.55717 2.46628 -0.55502  -0.302
N -2.86278 0.45712 0.81552  -0.048
N 1.69563 0.23095 1.52974  -0.039
N -0.19966 1.39147 1.74254  0.133
C 3.82862 0.21580 0.27749  -0.200
C 3.87654 0.82527 -2.04623  -0.074
C -5.28250 0.50058 -0.43907  -0.123
C 5.25397 0.70154 -2.06105  -0.092
C 5.21331 0.09238 0.25679  -0.053
C -0.54492 -3.67556 -0.66558  -0.049
C 3.16454 0.58377 -0.88270  -0.027
C -0.48109 0.18754 1.14474  -0.174
C -0.51666 -2.32536 -0.01121  -0.219
C -1.71814 -1.60545 0.15790  -0.173
C 3.09739 -0.06603 1.57417  -0.090
C -1.70013 -0.32860 0.70159  -0.206
C -3.03006 -2.20770 -0.24610  -0.043
C 1.08259 1.37512 1.94146  -0.133
C 5.92240 0.33354 -0.90476  -0.086
C 0.69843 -1.80963 0.40350  0.029
C 0.70269 -0.56029 1.00251  -0.169
H 3.21975 -1.12602 1.82972  0.138
H 6.99795 0.23560 -0.90756  0.102
H -5.38396 -0.50940 -0.80905  0.050
H -2.67082 1.26145 1.40124  0.106
H -3.03262 -3.28293 -0.08620  0.077
H -3.82446 -1.76218 0.34688  0.068
H 1.61413 -2.36136 0.25163  0.115
H -3.22513 -2.00886 -1.29884  0.084
H 5.73525 -0.19434 1.15911  0.113
H 0.46621 -4.03294 -0.84293  0.075
H -1.06865 -3.62681 -1.61798  0.086
H 2.08952 0.68477 -0.88962  0.115
H -5.53875 0.56979 0.60908  0.062
H -1.05611 -4.40266 -0.03443  0.084
H 3.34753 1.11192 -2.94262  0.106
H 3.54934 0.52626 2.37741  0.136
H -5.88478 1.18524 -1.02221  0.063
H 1.62935 2.17885 2.39643  0.132
H 5.80682 0.89162 -2.96880  0.101


Entry 2:
# C7H9O5P

An isolated ion of composition C7H9O5P and charge -2 (ωB97M-V/def2-TZVPD, the OMol25 dataset).

As for the net charge: -2. The HOMO energy is 0.973 eV. As for the multiplicity: 1. For the HOMO-LUMO gap, the calculation gives 5.3097 eV. As for the lowest unoccupied orbital energy: 6.283 eV.

Each line ends with the Löwdin charge.
Geometry (Å):
P 2.42095 -1.23316 0.51226  0.411
O 3.65665 -1.91082 -0.01027  -0.400
O 1.58062 2.10216 0.34255  -0.042
O 3.15439 0.43406 0.38996  -0.097
O 2.54665 1.55350 -1.50519  0.048
O 1.86317 -1.36267 1.88845  -0.369
C 1.21939 -0.95018 -0.76239  -0.384
C 2.44865 1.26477 -0.33513  -0.694
C -1.24879 -0.83004 -0.04179  -0.196
C 1.73878 -1.08262 -2.18455  -0.120
C -0.06443 -0.75993 -0.38662  -0.201
C 1.00070 1.62352 1.54336  -0.109
C -2.08458 0.17100 0.68347  -0.236
H 1.16270 -1.69539 -2.83674  0.042
H 0.37401 2.34656 2.11024  0.085
H 1.71060 1.29862 2.25724  0.061
H 2.64004 -1.49480 -2.06519  -0.001
H -1.70259 1.16268 0.57450  0.025
H 1.72968 -0.13044 -2.69439  0.049
H -3.17895 0.15162 0.30770  0.051
H 0.35038 0.79524 1.40097  0.036
H -2.21773 -0.10451 1.72843  0.040


Please write out number 2 again, unchanged.
# C7H9O5P

An isolated ion of composition C7H9O5P and charge -2 (ωB97M-V/def2-TZVPD, the OMol25 dataset).

As for the net charge: -2. The HOMO energy is 0.973 eV. As for the multiplicity: 1. For the HOMO-LUMO gap, the calculation gives 5.3097 eV. As for the lowest unoccupied orbital energy: 6.283 eV.

Each line ends with the Löwdin charge.
Geometry (Å):
P 2.42095 -1.23316 0.51226  0.411
O 3.65665 -1.91082 -0.01027  -0.400
O 1.58062 2.10216 0.34255  -0.042
O 3.15439 0.43406 0.38996  -0.097
O 2.54665 1.55350 -1.50519  0.048
O 1.86317 -1.36267 1.88845  -0.369
C 1.21939 -0.95018 -0.76239  -0.384
C 2.44865 1.26477 -0.33513  -0.694
C -1.24879 -0.83004 -0.04179  -0.196
C 1.73878 -1.08262 -2.18455  -0.120
C -0.06443 -0.75993 -0.38662  -0.201
C 1.00070 1.62352 1.54336  -0.109
C -2.08458 0.17100 0.68347  -0.236
H 1.16270 -1.69539 -2.83674  0.042
H 0.37401 2.34656 2.11024  0.085
H 1.71060 1.29862 2.25724  0.061
H 2.64004 -1.49480 -2.06519  -0.001
H -1.70259 1.16268 0.57450  0.025
H 1.72968 -0.13044 -2.69439  0.049
H -3.17895 0.15162 0.30770  0.051
H 0.35038 0.79524 1.40097  0.036
H -2.21773 -0.10451 1.72843  0.040